Model w:
22
Properties=species:S:1:pos:R:3 method="wB97M-V/def2-TZVPD" homo_energy_ha="-0.252 / -0.281"
C -1.26 -0.61 0.45
C -3.18 2.04 0.09
H -3.15 -2.37 -0.50
H 3.47 1.57 -1.26
C 2.13 0.58 0.15
H -2.79 2.23 -0.90
H 2.73 2.12 1.73
H 2.43 0.52 2.30
O -0.80 -1.66 0.82
O -0.47 0.57 0.20
H 2.66 0.21 -2.00
H 3.94 -0.10 -0.64
H -3.20 2.92 0.69
C 0.83 0.53 0.03
C -3.33 -1.65 0.35
H -3.17 -2.09 1.30
C -3.12 0.80 0.62
C 3.06 0.54 -1.02
H 3.93 0.88 1.35
C 2.86 0.99 1.51
H -4.30 -1.42 0.28
N -2.61 -0.37 0.35

=====

Model x:
22
Properties=species:S:1:pos:R:3 method="wB97M-V/def2-TZVPD" smiles=Cc1ccccc1N(C)OO homo_energy_ha=-0.299
C 0.15 1.19 1.19
H -1.63 -0.62 -2.55
O 2.41 -1.64 -0.36
H 2.68 -1.92 -1.17
H 1.10 -0.65 2.58
H -1.01 3.63 -0.78
H -1.32 1.76 -2.33
C -0.70 0.23 -0.88
H -1.61 -1.82 -1.39
H 0.72 1.00 2.07
O 0.93 -1.90 -0.28
C -0.99 -0.92 -1.82
C -0.79 2.58 -0.54
H -0.53 -1.82 2.49
C -0.23 2.44 0.73
C -0.09 0.08 0.40
H 1.11 -2.39 2.10
H -0.13 -1.26 -2.16
C -0.97 1.50 -1.37
C 0.56 -1.48 2.11
H -0.04 3.20 1.32
N 0.37 -1.18 0.67

=====

Most stable: model x. Least stable: model w.

=====

Model w:
22
Properties=species:S:1:pos:R:3 method="wB97M-V/def2-TZVPD" smiles="CCn1ccc(=O)c(O)c1C" homo_energy_ha=-0.286
C -0.21 0.72 -0.23
C -0.43 -1.67 -0.09
C 1.12 0.59 0.07
H 0.98 -3.05 0.43
H -2.67 0.57 -0.96
H -3.33 -1.32 1.29
H -1.35 2.53 0.44
H -1.14 -2.52 0.07
H -2.69 -1.06 -1.08
O 1.84 1.66 0.51
O 3.04 -0.73 -0.08
H 0.20 2.77 -0.01
H -1.18 2.82 -1.21
C -3.04 -0.29 0.81
N -0.94 -0.34 -0.44
C 1.77 -0.71 -0.11
H 2.70 1.33 0.67
C -0.66 2.23 -0.35
C 0.87 -1.89 0.04
C -2.36 -0.29 -0.53
H -2.33 0.30 1.57
H -4.01 0.45 0.77

=====

Model x:
22
Properties=species:S:1:pos:R:3 method="wB97M-V/def2-TZVPD" smiles="C=C1C[C@@H](N)[C@@H]1C(=O)O.C#C" homo_energy_ha=-0.350
C -3.18 -0.31 0.43
C -3.97 -0.45 1.32
C -0.08 0.69 -1.16
H -1.36 -2.02 -1.32
H 0.16 2.76 0.79
H -2.38 -0.12 -0.13
H 0.12 0.73 -2.24
H -0.16 -2.65 -0.17
O 2.94 -0.66 1.75
O 2.74 -1.57 -0.23
N 1.05 2.47 0.45
H -1.04 1.12 -1.01
H -4.87 -0.59 1.81
H 1.46 3.12 -0.18
H 2.17 -1.73 -0.97
C -0.01 -0.61 -0.44
H 2.08 1.35 -0.70
H 0.57 -0.01 1.65
C -0.53 -1.80 -0.72
C 2.26 -0.80 0.71
C 0.95 -0.13 0.59
C 1.08 1.21 -0.22

=====

Most stable: model w. Least stable: model x.

=====

Model w:
9
Properties=species:S:1:pos:R:3 method="wB97M-V/def2-TZVPD" smiles="OC/N=C/Cl" homo_energy_ha=-0.349
N -0.67 0.12 0.64
H 1.39 1.80 0.15
C 1.09 -0.17 0.19
H 0.95 -0.86 -0.52
H -1.04 -0.97 -1.09
C -1.48 -0.32 -0.18
H 1.23 -0.58 1.22
Cl -3.13 0.03 -0.10
O 1.66 0.95 -0.30

=====

Model x:
9
Properties=species:S:1:pos:R:3 method="wB97M-V/def2-TZVPD" homo_energy_ha=-0.386
H 1.59 1.55 -1.06
C 0.55 -0.14 -0.06
H -0.23 1.94 -0.02
H -0.46 -1.20 1.38
H -0.80 -1.94 -0.21
N 0.61 1.32 0.29
C -0.62 -0.88 0.33
Cl -2.31 0.06 -0.24
O 1.67 -0.71 -0.40

=====

Most stable: model w. Least stable: model x.

=====

Model w:
9
Properties=species:S:1:pos:R:3 method="wB97M-V/def2-TZVPD" homo_energy_ha=-0.374
N 0.57 -1.47 -0.04
C 1.00 -0.28 0.02
H 1.19 -2.28 0.11
O 0.26 0.82 0.11
Cl 2.71 0.09 -0.01
H -1.61 0.50 0.98
H -1.55 0.22 -1.00
C -1.19 0.66 -0.02
H -1.39 1.74 -0.14

=====

Model x:
9
Properties=species:S:1:pos:R:3 method="wB97M-V/def2-TZVPD" homo_energy_ha=-0.381
O -2.01 0.61 0.26
H 2.67 0.56 -0.71
N 1.71 0.37 -0.47
C 1.02 1.33 -0.82
H -1.07 -1.10 0.39
H -2.82 -0.95 1.09
H 0.04 1.38 -0.40
C -1.98 -0.55 0.57
Cl 1.54 2.53 -2.00

=====

Most stable: model w. Least stable: model x.

=====

Model w:
8
Properties=species:S:1:pos:R:3 method="wB97M-V/def2-TZVPD" homo_energy_ha=-0.411
O -0.79 -0.63 -1.11
O -0.97 1.75 -2.03
S -1.83 0.66 -2.27
O -2.87 0.28 -1.33
H 0.16 0.88 -0.14
H 0.50 -0.94 0.56
O -1.92 0.09 -3.58
C -0.04 -0.23 -0.19

=====

Model x:
8
Properties=species:S:1:pos:R:3 method="wB97M-V/def2-TZVPD" homo_energy_ha=-0.416
H -0.17 1.95 -1.71
O -0.53 0.62 -0.18
O 1.53 1.14 -0.97
O -0.30 -2.63 0.63
O -1.92 -1.21 1.88
S -0.55 -1.56 1.58
C 0.20 1.25 -0.95
H 1.74 0.44 -0.29

=====

Most stable: model x. Least stable: model w.

=====

Model w:
11
Properties=species:S:1:pos:R:3 method="wB97M-V/def2-TZVPD" homo_energy_ha="-0.345 / -0.345"
H -1.88 0.07 0.81
O 0.22 0.20 -1.44
H -1.70 0.24 -1.38
C -0.92 -0.39 0.57
N 2.34 0.96 0.82
F -0.89 -1.74 -1.48
C -0.81 -0.30 -1.03
O 0.22 0.27 1.18
C 1.20 0.63 0.56
H 3.09 1.45 0.44
H -0.87 -1.41 0.94

=====

Model x:
11
Properties=species:S:1:pos:R:3 method="wB97M-V/def2-TZVPD" homo_energy_ha="-0.355 / -0.355"
N -0.46 2.36 -0.89
H 1.14 -0.37 -0.90
H -0.26 -2.63 0.37
H 1.41 -2.00 0.40
C 0.38 -1.78 0.61
O -1.49 2.90 -0.94
H 0.23 -1.61 1.78
C -0.47 0.50 0.10
O 0.65 2.52 -1.27
F -1.45 0.62 0.92
C 0.33 -0.50 -0.17

=====

Model y:
11
Properties=species:S:1:pos:R:3 method="wB97M-V/def2-TZVPD" smiles="O=[N+]([O-])C/C=C/F" homo_energy_ha=-0.380
N 1.91 0.82 -0.17
H -1.89 0.31 1.22
C -0.60 0.67 -0.42
H 0.66 -1.11 -0.54
H 0.63 -0.20 1.10
F -2.77 1.52 -0.23
O 2.67 0.63 -1.02
O 2.07 1.60 0.76
H -0.64 1.19 -1.41
C 0.72 -0.06 0.06
C -1.75 0.80 0.24

=====

Model z:
11
Properties=species:S:1:pos:R:3 method="wB97M-V/def2-TZVPD" smiles="O=C1[C@@H](F)CN1O" homo_energy_ha=-0.370
C 0.15 0.97 0.00
H -0.32 -0.53 2.64
H 0.94 1.60 0.38
O -0.89 -0.27 1.91
H 1.47 -0.11 -1.42
N -0.07 -0.22 0.81
H -0.77 1.57 -0.19
C -0.14 -1.09 -0.27
O -0.54 -2.20 -0.41
C 0.45 0.02 -1.16
F -0.28 0.26 -2.30

=====

Most stable: model z. Least stable: model x.